{"formula": "C4H11N2O", "method": "ωB97M-V/def2-TZVPD", "lumo_ev": [-3.8, -4.1], "total_charge": 1, "max_force_ha_per_bohr": 0.0995, "energy_ev": -9343.1313, "de_lowest_kcal_mol": 132.0, "orbital_gap_ev": [8.6, 7.8], "species": ["C", "C", "C", "C", "N", "N", "O", "H", "H", "H", "H", "H", "H", "H", "H", "H", "H", "H"], "coordinates": [[0.50173, -1.46072, 0.58584], [-0.80571, -1.25203, 0.00589], [1.16648, -0.05807, 0.41092], [-1.65243, -0.05047, 0.15698], [0.84880, 1.06199, 1.16606], [1.40790, 0.35290, -1.03632], [-1.32343, 0.98626, -0.84217], [0.48548, -1.63454, 1.74333], [1.24083, -2.08868, 0.16971], [-0.88276, -1.70661, -0.89437], [-1.47092, 0.28752, 1.10464], [-2.74948, -0.44301, -0.03989], [0.21438, 1.06296, 1.92227], [0.73095, 1.99403, 0.80053], [0.57207, 0.49981, -1.63232], [1.97601, -0.34490, -1.56830], [1.76741, 1.28573, -1.00760], [-2.02732, 1.50782, -1.04520]], "nbo_charge": [-0.508, -0.108, 0.331, -0.134, -0.796, -0.734, -0.777, 0.253, 0.250, 0.175, 0.167, 0.227, 0.412, 0.400, 0.460, 0.452, 0.438, 0.491]}